1.
{"formula": "C22H31N3O4", "method": "the ωB97M-V functional and the def2-TZVPD basis", "e_above_lowest_kcal_mol": 16.19, "mol_weight_g_mol": 401.51, "homo_lumo_gap_ev": 9.544, "smiles": "CCOC(=O)[C@@]1(CC(=O)N[C@@H](Cc2cccnc2)C2CCCC2)CCCNC1=O", "symbols": ["C", "C", "O", "C", "O", "C", "C", "C", "O", "N", "C", "C", "C", "C", "C", "C", "N", "C", "C", "C", "C", "C", "C", "C", "C", "C", "N", "C", "O", "H", "H", "H", "H", "H", "H", "H", "H", "H", "H", "H", "H", "H", "H", "H", "H", "H", "H", "H", "H", "H", "H", "H", "H", "H", "H", "H", "H", "H", "H", "H"], "positions_angstrom": [[3.3190, 2.9740, -0.2957], [2.0698, 3.1546, 0.5285], [1.0467, 2.2998, -0.0337], [-0.1216, 2.3227, 0.6079], [-0.3886, 3.0789, 1.5027], [-1.0700, 1.2219, 0.1123], [-0.6731, -0.0922, 0.8267], [0.8220, -0.2892, 1.0704], [1.3245, 0.0630, 2.1287], [1.5189, -0.8903, 0.0852], [2.9644, -1.0590, 0.2045], [3.3426, -2.2093, 1.1533], [2.8706, -3.6120, 0.8556], [1.5498, -3.9533, 0.5865], [1.2243, -5.2797, 0.3510], [2.2243, -6.2363, 0.4073], [3.4918, -5.9412, 0.6849], [3.7858, -4.6640, 0.8996], [3.7070, -1.0197, -1.1542], [3.8909, -2.3594, -1.8831], [2.6251, -2.4753, -2.7300], [2.4682, -1.0603, -3.3011], [3.0463, -0.1128, -2.2206], [-2.5060, 1.6141, 0.4777], [-2.9394, 2.8536, -0.2925], [-2.8983, 2.5942, -1.7860], [-1.6691, 1.9050, -2.1747], [-0.9545, 1.0473, -1.4038], [-0.2536, 0.1852, -1.9128], [4.1021, 3.6298, 0.0857], [3.6751, 1.9457, -0.2423], [3.1375, 3.2230, -1.3414], [2.2130, 2.8594, 1.5681], [1.7079, 4.1826, 0.5098], [-1.1227, -0.0792, 1.8188], [-1.0835, -0.9308, 0.2625], [1.0656, -0.9182, -0.8181], [3.2981, -0.1645, 0.7424], [4.4344, -2.2202, 1.2212], [2.9777, -1.9215, 2.1426], [0.7840, -3.1912, 0.5615], [0.2054, -5.5712, 0.1323], [2.0004, -7.2821, 0.2286], [4.8292, -4.4487, 1.1152], [4.6966, -0.6290, -0.9010], [4.7581, -2.2762, -2.5453], [4.0635, -3.2082, -1.2276], [2.6864, -3.2416, -3.5034], [1.7771, -2.7345, -2.0875], [3.0575, -0.9810, -4.2173], [1.4377, -0.8117, -3.5502], [2.2718, 0.5221, -1.7917], [3.7892, 0.5583, -2.6533], [-3.1669, 0.7715, 0.2483], [-2.5514, 1.7938, 1.5507], [-3.9533, 3.1427, -0.0142], [-2.2847, 3.6859, -0.0324], [-3.7574, 1.9802, -2.0779], [-2.9592, 3.5295, -2.3427], [-1.5623, 1.7011, -3.1584]], "forces_ev_per_a": [[-0.01, 0.00, 0.01], [-0.01, 0.01, 0.00], [-0.01, -0.01, 0.00], [0.00, -0.01, 0.01], [0.00, -0.01, -0.01], [0.02, 0.01, 0.03], [0.02, 0.00, 0.00], [-0.01, 0.00, -0.01], [0.00, 0.01, 0.01], [-0.05, -0.25, -0.02], [-0.06, 0.38, -0.04], [0.01, 0.00, -0.01], [0.02, -0.01, 0.00], [0.00, 0.01, 0.03], [0.00, -0.01, 0.00], [0.00, 0.01, 0.00], [0.00, 0.00, 0.00], [-0.01, 0.00, -0.02], [0.34, -0.15, 0.17], [-0.23, 0.04, -0.11], [0.01, -0.01, 0.01], [0.01, 0.00, -0.02], [-0.02, 0.01, 0.01], [0.01, -0.01, -0.01], [0.01, -0.02, 0.01], [0.00, 0.00, -0.01], [0.01, -0.01, -0.02], [-0.01, -0.01, 0.00], [0.01, 0.01, 0.00], [0.00, 0.00, 0.00], [0.00, 0.00, 0.00], [0.00, 0.00, 0.00], [0.00, 0.00, 0.00], [0.01, 0.00, 0.00], [0.00, 0.00, 0.00], [-0.01, 0.01, -0.01], [0.01, -0.01, -0.01], [-0.01, 0.00, 0.00], [0.00, -0.01, 0.02], [-0.02, 0.01, -0.01], [0.00, -0.01, 0.00], [0.00, 0.00, 0.00], [0.01, 0.00, 0.00], [0.00, 0.00, 0.00], [-0.01, 0.00, 0.01], [0.00, 0.01, -0.01], [0.01, 0.00, 0.00], [0.01, 0.00, 0.00], [0.00, 0.00, -0.01], [-0.02, 0.01, -0.01], [-0.01, -0.01, 0.01], [0.01, 0.01, 0.00], [0.02, -0.02, -0.01], [0.00, 0.00, 0.00], [0.00, 0.00, 0.00], [0.00, 0.01, 0.00], [0.00, 0.01, 0.00], [0.00, 0.00, 0.00], [0.00, 0.00, 0.00], [0.00, 0.00, 0.00]]}

***

2.
{"formula": "C5H12N2", "method": "the ωB97M-V functional and the def2-TZVPD basis", "e_above_lowest_kcal_mol": 109.33, "mol_weight_g_mol": 100.16, "homo_lumo_gap_ev": 7.625, "symbols": ["C", "C", "C", "C", "C", "N", "N", "H", "H", "H", "H", "H", "H", "H", "H", "H", "H", "H", "H"], "positions_angstrom": [[1.4576, 1.0652, 1.1739], [1.4807, -0.1730, 0.2863], [0.2314, -1.0858, 0.4022], [-0.8453, -0.9084, -0.7217], [-1.3114, 0.7887, -0.7559], [-1.5243, 1.2698, 0.4424], [-0.2791, -1.1945, -1.8538], [2.4780, 1.4212, 1.3106], [0.8711, 1.8495, 0.7062], [1.0144, 0.9069, 2.1593], [1.5249, -0.0266, -0.7988], [2.3202, -0.8007, 0.5924], [-0.3087, -0.9161, 1.3461], [0.5145, -2.1289, 0.2849], [-0.4419, 1.2793, -1.2000], [-2.1464, 0.8303, -1.4619], [-2.3592, 0.8774, 0.8968], [-1.7649, -1.3562, -0.3257], [-0.9118, -1.6983, -2.4834]], "forces_ev_per_a": [[0.11, 0.35, -0.59], [-0.87, -1.34, 0.39], [-0.58, 1.42, 0.17], [2.31, -3.62, 1.52], [-0.74, 4.80, -0.39], [0.16, -1.21, 1.05], [-0.78, -0.45, -0.84], [0.02, 0.14, 0.04], [0.02, 0.20, 0.10], [0.07, -0.28, -0.12], [0.62, 0.55, 0.23], [0.15, 0.10, -0.25], [0.21, -0.11, 0.04], [-0.04, -0.05, 0.25], [0.14, -0.42, -0.17], [-0.10, -1.17, 0.00], [-0.18, 0.41, -0.50], [-0.42, 0.11, -0.76], [-0.11, 0.56, -0.19]]}